Below is C4H5NO4S2 as an isolated structure at a distorted geometry, with properties calculated with wB97M-V/def2-TZVPD.

Positions of all 16 atoms, in Å:
C (0.56354, -2.05754, 1.54713)
C (0.61251, -2.38089, 0.23610)
C (1.76192, 0.02264, 2.20706)
C (-1.59389, 1.75571, -0.97470)
N (1.33790, -1.04485, 1.95976)
O (-0.19051, -0.03981, -0.30618)
O (1.00251, -0.83953, -2.19324)
O (0.31773, 2.07384, 0.94703)
O (0.85926, 1.89441, -1.28215)
S (1.26598, -0.86610, -0.79831)
S (-0.03639, 1.50778, -0.24365)
H (-0.12596, -2.41956, 2.23791)
H (0.02597, -3.28488, -0.08132)
H (-1.49238, 1.66935, -2.07451)
H (-2.41697, 1.16988, -0.37703)
H (-1.89123, 2.83957, -0.80390)

Cartesian forces, eV/Å:
C 0.66 -0.72 -3.08
C -1.06 -0.06 0.25
C 0.47 -0.37 0.39
C -3.19 1.81 1.80
N 0.39 2.19 1.07
O 0.58 -1.51 1.59
O 0.26 -1.47 -1.51
O -0.46 1.15 5.37
O 0.98 -0.15 -1.15
S -0.44 -0.42 1.40
S -0.01 0.45 -6.09
H -0.68 -1.22 1.17
H 0.60 1.35 -0.32
H -0.17 -0.71 0.91
H 1.54 0.77 -1.70
H 0.55 -1.10 -0.10

HOMO in hartree: -0.379
Frontier orbital gap in eV: 9.66
Energy in Eh: -1307.318973

The computed Mulliken charges, all in e, follow: number 1, C, carries -0.1265; number 2, C, carries -0.4001; number 3, C, carries 0.0303; number 4, C, carries -0.8829; number 5, N, carries -0.1528; number 6, O, carries -0.1626; number 7, O, carries -0.4868; number 8, O, carries -0.5524; number 9, O, carries -0.6539; number 10, S, carries 0.5749; number 11, S, carries 1.1241; number 12, H, carries 0.3971; number 13, H, carries 0.3528; number 14, H, carries 0.3025; number 15, H, carries 0.2878; number 16, H, carries 0.3485